No. 1
{
  "formula": "C38H46NP2Si2Ti",
  "method": "ωB97M-V with the def2-TZVPD basis set",
  "mol_weight_g_mol": 682.8,
  "largest_force_ev_per_a": 3.679,
  "gap_ha": [0.2567, 0.2494],
  "s2": 0.759,
  "multiplicity": 2,
  "lumo_ev": [-6.3, -6.5],
  "total_charge": 2,
  "species": ["Ti", "C", "Si", "C", "C", "C", "C", "C", "C", "C", "C", "N", "Si", "C", "C", "C", "H", "H", "H", "H", "H", "H", "H", "H", "H", "H", "H", "H", "H", "H", "H", "H", "H", "H", "H", "H", "H", "H", "C", "C", "P", "C", "C", "C", "C", "C", "C", "C", "C", "C", "C", "C", "C", "P", "C", "C", "C", "C", "C", "C", "C", "C", "C", "C", "C", "C", "H", "H", "H", "H", "H", "H", "H", "H", "H", "H", "H", "H", "H", "H", "H", "H", "H", "H", "H", "H", "H", "H", "H", "H"],
  "coordinates": [[-0.000780, 0.731714, -0.617290], [1.564479, 4.249066, -2.583418], [2.297238, 2.521675, -2.680874], [1.546398, 1.809255, -4.219919], [4.099352, 2.522990, -2.747761], [1.805946, 1.398790, -1.280970], [1.793013, 0.031263, -1.836055], [2.894100, -0.835726, -1.983167], [2.687030, -2.061522, -2.556350], [1.417090, -2.417775, -3.022432], [0.304641, -1.582546, -2.762107], [0.570611, -0.398544, -2.288537], [2.632626, 1.784425, 0.313690], [3.041041, 3.558058, 0.477816], [4.259605, 0.879054, 0.528195], [1.359673, 1.465051, 1.734317], [2.016818, 4.963250, -3.337602], [1.671943, 4.857077, -1.571646], [0.484665, 4.214038, -2.703809], [1.724433, 2.567260, -4.951748], [0.458665, 1.644674, -4.076366], [2.105648, 0.898038, -4.440539], [4.518132, 1.506703, -2.708382], [4.480396, 2.961927, -1.823758], [4.674821, 3.106224, -3.469320], [3.863705, -0.520103, -1.604525], [3.504121, -2.748019, -2.654608], [1.319939, -3.466202, -3.471385], [-0.714702, -1.933544, -3.050347], [4.026921, 3.829910, -0.169516], [3.405748, 3.581309, 1.557858], [2.273448, 4.360922, 0.369063], [4.924897, 1.118644, -0.302041], [4.120902, -0.216889, 0.544418], [4.715367, 1.165470, 1.494097], [1.570164, 0.582089, 2.331147], [0.324204, 1.422172, 1.615916], [1.482268, 2.364249, 2.369197], [-1.809543, -2.643367, 0.542070], [-3.127632, -1.944490, 0.994811], [-3.308564, -0.157093, 1.376024], [-2.576742, 0.767302, -0.036558], [-1.969335, 1.977807, 0.299829], [-1.413674, 2.787229, -0.649579], [-1.376324, 2.377245, -2.061713], [-1.929297, 1.117263, -2.392194], [-2.535937, 0.343077, -1.362360], [-5.126164, 0.157730, 1.041666], [-6.200385, -0.676355, 0.994767], [-7.487279, -0.149202, 0.844640], [-7.722614, 1.222486, 0.639528], [-6.647553, 2.064455, 0.901681], [-5.357055, 1.521154, 1.074512], [-0.297607, -1.673709, 0.900441], [1.169677, -2.699280, 0.537210], [2.433596, -2.414724, 0.948858], [3.494020, -3.314808, 0.835620], [3.214313, -4.602493, 0.364016], [1.994529, -4.861887, -0.256491], [0.958100, -3.951693, -0.161759], [-0.269920, -1.590940, 2.747371], [-0.654789, -0.467725, 3.451552], [-0.650630, -0.469401, 4.830854], [-0.292473, -1.598569, 5.508983], [0.150334, -2.742343, 4.809951], [0.174676, -2.709101, 3.431788], [-1.830874, -2.791068, -0.543933], [-1.711541, -3.687059, 0.890901], [-3.224258, -2.257357, 2.017417], [-3.992857, -2.253616, 0.400895], [-1.891240, 2.204995, 1.384386], [-0.969442, 3.759890, -0.472731], [-0.836755, 2.926439, -2.769081], [-1.936748, 0.767930, -3.453373], [-3.070226, -0.514146, -1.714310], [-5.993739, -1.709919, 1.223381], [-8.286763, -0.913356, 0.919414], [-8.666437, 1.646329, 0.362121], [-6.685321, 3.141862, 0.854726], [-4.523826, 2.205358, 1.107784], [2.499036, -1.548767, 1.617191], [4.458512, -3.099573, 1.237844], [3.958754, -5.304402, 0.447974], [1.880990, -5.865286, -0.617118], [-0.000166, -4.123019, -0.512640], [-0.912359, 0.363752, 2.822454], [-0.931964, 0.330510, 5.471025], [-0.361323, -1.706397, 6.602499], [0.369689, -3.644227, 5.301131], [0.598562, -3.511865, 2.845286]],
  "forces_ev_per_angstrom": [[-1.4, -0.1, 0.1], [0.7, 2.2, 1.9], [-1.1, 1.2, -0.7], [-0.2, -0.4, 1.0], [2.0, 0.0, 0.6], [-0.9, -0.6, -0.1], [1.0, -1.6, -1.3], [-0.3, 0.8, 0.7], [-0.6, 0.0, -0.6], [-0.7, -1.7, 0.0], [1.5, -2.6, -1.8], [-0.3, 2.2, 2.3], [0.2, -0.1, 0.4], [2.4, 1.7, 0.1], [-0.5, -0.6, 0.7], [2.1, 0.3, 0.2], [-0.6, -1.0, 0.6], [0.1, -1.4, -1.9], [0.0, 0.2, -0.4], [0.0, 0.3, -0.9], [0.7, -0.1, -0.4], [-0.4, -0.1, -0.4], [-0.1, 0.1, -0.4], [-0.1, 0.0, 0.2], [-0.5, -0.2, -0.5], [-0.2, -0.2, -0.2], [0.3, -0.3, -0.1], [-0.2, 1.8, 0.6], [0.8, 0.8, 0.4], [-2.5, -0.4, 1.6], [-0.3, 0.3, -1.1], [0.6, -0.8, 0.0], [0.1, 0.1, 0.1], [0.1, 0.4, 0.1], [0.0, -0.1, -0.5], [0.3, 0.0, 0.1], [-2.1, 0.0, -0.6], [0.0, -0.4, -0.1], [-0.1, 0.0, -1.1], [0.6, -0.4, -0.1], [-0.6, 0.0, 0.1], [0.0, -0.7, -0.4], [0.1, -0.1, 1.7], [0.9, 0.6, -3.4], [-0.8, -1.9, 3.1], [-0.1, 0.6, 0.3], [0.2, 0.9, -1.4], [1.9, 1.4, 0.3], [-0.5, -0.4, 0.5], [-0.6, -1.0, -0.2], [1.1, -0.6, 0.9], [1.4, -0.4, -0.7], [-1.2, 0.8, -0.6], [0.7, 1.1, 0.6], [-1.6, -2.6, -1.8], [0.5, 1.0, 1.5], [-1.2, -0.9, 0.0], [-0.9, 2.9, -0.5], [0.0, -0.2, 0.9], [1.9, 1.9, 1.4], [0.3, -0.1, -0.7], [0.1, 0.2, -0.7], [-0.1, 0.1, 0.4], [0.6, -2.3, 0.5], [-0.8, 1.4, -0.4], [0.3, -0.3, -0.1], [0.0, 0.3, -0.1], [-0.2, 0.6, 0.5], [-0.7, -0.7, 0.6], [0.3, -0.3, 0.1], [-0.3, 0.2, -0.8], [0.0, -0.1, 0.5], [0.3, 0.9, -0.9], [0.1, 0.2, 1.1], [-0.1, -0.7, 0.3], [-0.6, -0.4, -0.3], [0.3, 0.9, -0.4], [-0.5, -0.2, 0.2], [-0.5, 0.1, 0.0], [0.1, 0.3, 0.3], [0.6, 0.0, -0.4], [0.4, 0.2, 0.3], [1.5, -1.7, -0.1], [-0.5, -0.2, -0.5], [-1.6, -0.8, -0.8], [-0.4, 0.5, 0.5], [-0.4, 1.0, -0.2], [0.1, 0.5, -0.6], [0.5, -0.9, 0.7], [-0.2, -0.4, 0.2]]
}


No. 2
{
  "formula": "C21H27Ge2N3O6PdSSe",
  "method": "ωB97M-V with the def2-TZVPD basis set",
  "mol_weight_g_mol": 780.1,
  "largest_force_ev_per_a": 1.307,
  "gap_ha": [0.2677, 0.2849],
  "e_above_lowest_kcal_mol": 60.89,
  "s2": 0.756,
  "multiplicity": 2,
  "lumo_ev": [2.4, 2.4],
  "total_charge": -1,
  "species": ["Pd", "N", "N", "C", "O", "O", "H", "H", "H", "O", "Se", "O", "O", "O", "S", "C", "N", "C", "C", "C", "C", "H", "H", "H", "H", "H", "C", "Ge", "C", "C", "Ge", "C", "C", "C", "C", "C", "C", "C", "C", "C", "C", "C", "C", "H", "H", "H", "H", "H", "H", "H", "H", "H", "H", "H", "H", "H", "H", "H", "H", "H", "H", "H"],
  "coordinates": [[-0.183558, 1.439669, 0.636649], [2.223649, 1.131421, -0.919136], [2.737834, 2.427284, -0.725484], [1.813628, 3.503035, -0.753912], [2.341024, 4.618986, -0.939900], [0.601366, 3.247857, -0.533629], [2.864296, 0.450282, -0.534445], [2.061780, 0.927048, -1.900645], [3.551885, 2.656543, -1.282047], [-2.005019, 0.142896, 1.362611], [-2.798167, 0.999995, 0.135165], [-4.228695, 0.374538, -0.287075], [-1.598048, 0.644008, -1.086424], [-2.786400, 2.595899, 0.461454], [1.083318, 1.811912, 2.634271], [0.704709, 3.470001, 2.352034], [1.677458, 4.303489, 1.937399], [1.488774, 5.583797, 1.558903], [0.256591, 6.148574, 1.686254], [-0.789328, 5.342514, 2.158207], [-0.579550, 4.037016, 2.492677], [2.551974, 3.849195, 1.689335], [2.343392, 6.083118, 1.134034], [0.097187, 7.169837, 1.377109], [-1.791801, 5.747905, 2.225156], [-1.388975, 3.389906, 2.794068], [-0.203691, -1.599600, 3.276768], [0.605259, -2.000737, 1.557378], [2.454854, -1.339391, 1.624964], [0.732147, -3.938401, 1.392506], [-0.585410, -0.946838, -0.283088], [-2.119663, -2.147339, -0.576526], [-2.574108, -2.974473, 0.448131], [-3.642111, -3.843341, 0.255404], [-4.276697, -3.889777, -0.977249], [-3.843302, -3.065191, -2.007471], [-2.775357, -2.202225, -1.805528], [0.445806, -1.204089, -1.931655], [1.485085, -2.133281, -1.943054], [2.210254, -2.391334, -3.103494], [1.907517, -1.712071, -4.273271], [0.879075, -0.776774, -4.278084], [0.155470, -0.521780, -3.118468], [0.385581, -2.088132, 4.057018], [-1.236175, -1.944828, 3.332229], [-0.201973, -0.522184, 3.435373], [2.918447, -1.614289, 2.575993], [2.456104, -0.254138, 1.546757], [3.058843, -1.755284, 0.814354], [1.350584, -4.281578, 2.225884], [1.197525, -4.244759, 0.455795], [-0.249188, -4.408290, 1.457622], [-2.112487, -2.921920, 1.428114], [-3.986829, -4.470629, 1.069241], [-5.117844, -4.555271, -1.130394], [-4.347657, -3.085321, -2.966337], [-2.459861, -1.551202, -2.612444], [1.740535, -2.672032, -1.038385], [3.015005, -3.117264, -3.089404], [2.471443, -1.908023, -5.177439], [0.641209, -0.239699, -5.188810], [-0.627701, 0.224773, -3.125029]],
  "forces_ev_per_angstrom": [[0.7, 0.2, -0.5], [0.0, 0.0, 0.0], [0.2, -0.2, 0.0], [0.0, 0.2, -0.2], [-0.1, -0.1, 0.0], [0.1, -0.1, 0.1], [0.0, 0.0, 0.0], [0.0, 0.0, 0.0], [0.0, 0.0, 0.0], [-0.2, 0.4, -0.4], [-1.0, 0.1, 0.2], [0.7, 0.3, 0.2], [0.1, 0.0, 0.8], [0.0, -0.8, -0.3], [0.2, 0.3, 0.3], [-0.3, 0.0, 0.3], [0.3, -0.2, -0.2], [-0.1, 0.2, 0.0], [0.2, 0.0, 0.0], [-0.2, 0.2, 0.0], [0.1, -0.3, 0.1], [0.0, 0.1, 0.1], [0.0, 0.0, 0.0], [0.0, 0.0, 0.0], [0.0, 0.0, 0.0], [0.0, 0.0, 0.0], [-0.1, 0.0, 0.2], [0.4, 0.7, 0.2], [0.1, -0.1, 0.0], [-0.1, -0.3, -0.1], [-1.0, -0.5, -0.7], [0.0, -0.2, 0.1], [-0.1, 0.0, -0.1], [0.0, 0.1, 0.0], [0.0, 0.0, 0.0], [0.0, 0.0, 0.0], [0.0, -0.1, 0.0], [0.2, 0.2, -0.2], [0.0, 0.1, -0.2], [0.0, 0.0, 0.1], [0.0, 0.0, 0.0], [0.0, 0.0, 0.1], [0.2, -0.1, 0.0], [0.0, 0.0, 0.0], [0.0, 0.0, 0.0], [0.0, 0.0, 0.0], [0.0, 0.0, 0.0], [0.0, 0.0, 0.0], [0.0, 0.0, 0.0], [0.0, -0.1, 0.0], [0.0, 0.0, 0.0], [0.1, 0.0, 0.0], [0.0, 0.0, 0.0], [0.0, 0.0, 0.0], [0.0, 0.0, 0.0], [0.0, 0.0, 0.0], [0.0, 0.0, 0.0], [0.0, 0.0, 0.0], [0.0, 0.0, 0.0], [0.0, 0.0, 0.0], [0.0, 0.0, 0.0], [0.0, 0.0, 0.0]]
}


no.,DFT total energy (Ha)
1,-3641.01364
2,-8513.47768